This record from the OMol25 dataset describes a single C4H12N2O molecule at a distorted geometry. The level of theory is wB97M-V/def2-TZVPD.

As for the energy above the lowest of the compared OMol25 structures with the same formula, charge and spin: 42.6 kcal per mole. As for the HOMO-LUMO gap: 10.32 eV. The value obtained for the LUMO energy is 0.0306 Ha. Its SMILES is C[C@H](CN)NCO. Its maximum force is 1.9 eV/A. As for the electronic energy: -344.31712 hartree.

Element x y z (Å)
C: -0.3795 -0.8861 -1.3050
C: -0.2441 0.1652 -0.2102
C: 0.7776 1.2763 -0.6015
N: 0.7910 1.7335 -2.0041
N: 0.2751 -0.3592 1.0802
C: -0.6611 -1.3914 1.5871
O: -0.4899 -1.5473 3.0121
H: 0.5988 -1.3187 -1.4855
H: -1.1373 -1.6551 -1.2481
H: -0.6084 -0.2749 -2.1855
H: -1.2015 0.6520 -0.0243
H: 0.5367 2.1055 0.0730
H: 1.7208 0.9001 -0.2080
H: 1.7351 2.0736 -2.1723
H: 0.1914 2.5387 -2.0373
H: 0.1491 0.3465 1.7954
H: -0.4294 -2.3605 1.1525
H: -1.7266 -1.1350 1.4716
H: 0.1021 -0.8632 3.3098

Cartesian forces, eV/Å:
C 0.433 1.154 -0.477
C 0.593 0.270 0.143
C -0.726 -0.154 0.750
N 0.613 -0.456 0.901
N -1.518 -1.216 0.048
C 0.499 -0.006 1.150
O -0.225 -0.224 -0.732
H 0.135 -0.319 -0.036
H -0.167 -0.087 0.578
H 0.040 -0.363 -0.107
H -0.402 -0.048 -0.153
H 0.064 0.163 0.038
H 0.372 -0.018 -0.726
H -0.248 -0.020 -0.280
H -0.199 0.312 -0.350
H 0.254 0.747 -0.247
H -0.139 0.033 -0.288
H 0.215 0.021 -0.465
H 0.408 0.214 0.252